Entry 1:
168
Properties=species:S:1:pos:R:3:lowdin_charge:R:1 method="wB97M-V/def2-TZVPD" homo_ev=-10.72 largest_force_ha_per_bohr=0.0470 energy_ha=-4810.863762 lumo_energy_ev=0.48 e_above_lowest_kcal_mol=39.8
O -0.758 6.218 -0.605 -0.024
O -3.809 6.175 3.227 0.005
O 5.638 1.544 -0.700 -0.015
O -3.179 -1.957 2.455 0.134
O -4.409 1.818 -3.041 0.124
O -3.669 6.134 0.989 0.130
O 1.532 3.909 2.984 0.038
O -1.259 -5.419 -3.699 0.019
O 1.657 3.199 4.987 0.008
O 1.094 -1.717 -4.686 0.031
O -2.799 -6.998 -3.222 0.135
O 4.394 -1.695 5.419 0.026
O 0.341 -0.662 4.552 -0.001
O -1.032 -1.563 -3.954 0.118
O -2.809 4.509 2.290 0.017
O -1.846 -6.845 -5.232 -0.002
O -0.617 -0.575 6.570 0.159
O -0.138 1.228 -0.285 0.135
O 2.371 -5.789 -0.722 0.008
O 6.246 1.050 -2.696 0.009
O 4.704 0.330 6.348 0.138
O 6.109 -1.446 -0.050 0.014
O 0.280 6.378 -2.608 0.158
O 5.008 -1.617 7.452 0.006
O 2.898 2.172 3.468 0.121
O -7.060 -0.946 -4.499 0.137
O 0.290 4.537 -1.343 -0.018
O 1.268 -1.701 6.189 -0.001
O -5.533 1.701 -1.064 -0.016
O -4.584 -2.629 0.794 0.013
O -6.918 -1.349 -6.694 0.007
O 7.161 0.074 1.213 0.121
O -5.217 -1.801 -5.462 0.024
O -4.391 -0.546 1.151 -0.022
O 4.691 2.629 -2.409 0.138
O -4.384 3.448 -1.480 -0.017
O -1.189 -0.759 -0.347 0.022
O 8.193 -1.101 -0.405 0.016
O -0.342 -0.648 -5.858 0.020
O 1.511 -3.704 -0.716 0.140
O 0.547 -0.563 0.865 0.020
O 0.718 -5.452 0.506 0.001
C -0.389 -4.748 1.067 -0.022
C 1.410 -2.125 7.534 -0.034
C 4.913 2.310 0.293 -0.010
C -1.383 7.490 -0.712 -0.034
C 5.436 1.811 -1.968 -0.643
C 6.091 1.134 -4.102 -0.041
C 4.714 -0.863 6.407 -0.624
C -0.227 0.075 0.019 -0.624
C -4.346 -3.983 1.100 -0.046
C -4.771 7.231 3.106 -0.036
C -3.903 0.651 1.751 -0.016
C 3.284 -5.423 -1.763 -0.015
C 1.666 0.042 1.438 -0.038
C 2.070 2.994 3.745 -0.637
C 9.439 -0.525 -0.050 -0.042
C -3.954 -1.734 1.557 -0.600
C 7.161 -0.771 0.361 -0.646
C -0.734 0.037 3.940 -0.023
C 4.945 -1.305 0.774 -0.019
C 0.825 3.726 -2.355 -0.046
C -6.456 -1.352 -5.442 -0.635
C -4.772 2.277 -1.989 -0.615
C 3.904 -1.011 4.278 -0.057
C -1.639 -0.106 -6.071 -0.026
C 1.967 4.141 1.666 -0.027
C -3.427 5.661 2.054 -0.626
C -2.019 -6.482 -3.961 -0.627
C -2.115 -0.374 -1.336 -0.036
C 0.244 -0.936 5.841 -0.653
C -1.363 -4.927 -2.344 -0.013
C 1.530 -4.832 -0.340 -0.647
C -0.160 -1.297 -4.723 -0.618
C -2.178 3.869 1.157 0.006
C -8.102 -0.607 -6.928 -0.053
C 1.526 -2.524 -3.604 -0.037
C -6.157 0.441 -1.375 -0.002
C -4.604 -1.842 -4.182 -0.044
C -0.045 5.787 -1.631 -0.645
C 5.351 -1.015 8.674 -0.044
C -3.454 4.220 -2.224 -0.025
C 2.278 2.401 6.004 -0.013
C -2.323 -8.117 -5.645 -0.040
H -6.379 0.008 -0.404 0.089
H 3.852 2.088 0.223 0.076
H -0.719 8.263 -1.103 0.098
H 2.383 -2.020 -3.149 0.100
H -2.530 -1.198 -1.904 0.085
H 0.773 -2.790 -2.879 0.060
H -0.667 0.088 2.859 0.071
H 2.084 1.353 5.782 0.077
H -2.243 7.453 -1.378 0.097
H -2.413 -0.872 -6.096 0.089
H -1.757 2.890 1.363 0.081
H 3.514 -1.758 3.578 0.094
H 4.704 -0.240 0.733 0.070
H -5.237 7.361 4.077 0.093
H 3.040 3.974 1.525 0.083
H -4.262 1.478 1.137 0.084
H 4.042 -4.792 -1.282 0.100
H 4.558 -1.266 9.383 0.092
H -3.403 -4.345 0.684 0.077
H -3.397 -8.026 -5.803 0.098
H 6.323 2.145 -4.438 0.097
H -4.255 8.114 2.740 0.095
H -5.281 -2.324 -3.474 0.100
H -8.229 -0.328 -7.974 0.092
H -1.695 -0.451 4.109 0.094
H -2.816 0.663 1.696 0.082
H -2.336 -5.058 -1.883 0.092
H -0.907 -4.237 0.257 0.076
H 4.190 -1.901 0.278 0.098
H 2.834 -4.850 -2.565 0.071
H -1.075 -3.890 -2.490 0.080
H 1.734 5.142 1.323 0.098
H 9.509 -0.224 0.994 0.093
H -7.038 0.683 -1.958 0.103
H 2.208 0.751 0.817 0.085
H -0.934 -5.407 1.728 0.100
H 1.511 4.256 -3.010 0.098
H -1.625 0.243 -7.105 0.097
H -1.746 -8.437 -6.500 0.092
H 0.470 -2.527 7.921 0.099
H -0.070 -3.924 1.706 0.099
H -8.981 -1.167 -6.616 0.097
H -1.851 0.731 -5.415 0.101
H 2.962 -0.499 4.479 0.069
H -2.950 0.142 -0.853 0.082
H 2.387 -0.748 1.659 0.084
H -5.452 -0.252 -1.824 0.075
H -3.401 5.174 -1.703 0.084
H 9.615 0.417 -0.574 0.097
H 1.714 -1.286 8.172 0.101
H -5.121 -4.610 0.668 0.097
H -1.431 4.504 0.700 0.077
H -4.437 -0.854 -3.746 0.077
H -3.038 3.721 0.497 0.082
H -1.725 0.336 -2.062 0.096
H -2.218 -8.864 -4.855 0.095
H 5.171 -1.504 1.817 0.083
H -4.336 0.848 2.730 0.112
H -0.665 -5.462 -1.699 0.088
H 1.507 0.485 2.418 0.070
H 1.924 2.751 6.964 0.100
H -1.684 7.761 0.292 0.087
H -2.460 3.778 -2.240 0.095
H -3.873 4.412 -3.210 0.104
H 6.243 -1.477 9.088 0.094
H -4.294 -4.185 2.170 0.099
H 2.021 -3.432 -3.961 0.086
H 5.059 3.345 -0.045 0.102
H 10.157 -1.288 -0.326 0.094
H 3.812 -6.324 -2.048 0.097
H -3.661 -2.360 -4.295 0.085
H 5.441 2.217 1.233 0.102
H 0.021 3.354 -3.002 0.094
H 5.072 0.897 -4.404 0.097
H 2.172 -2.888 7.676 0.095
H 3.358 2.537 5.945 0.092
H -0.751 1.040 4.369 0.109
H 1.536 3.433 0.949 0.087
H 1.263 2.814 -1.965 0.080
H -5.574 6.960 2.423 0.096
H 6.787 0.445 -4.566 0.093
H 5.446 0.065 8.610 0.095
H -8.050 0.366 -6.432 0.098
H 4.627 -0.395 3.756 0.100

***

Entry 2:
9
Properties=species:S:1:pos:R:3:nbo_charge:R:1 method="wB97M-V/def2-TZVPD" homo_ev=-13.62 largest_force_ha_per_bohr=0.0160 charge=+1 energy_ha=-249.205545 lumo_energy_ev=-3.65 e_above_lowest_kcal_mol=1.0
Rb 3.677 1.417 -1.075 0.998
O 1.166 0.439 -0.123 -0.780
N -0.895 -0.068 -0.937 -0.823
N -0.405 -0.454 1.247 -0.818
C 0.031 -0.001 0.056 0.795
H -0.603 0.338 -1.805 0.409
H -1.859 -0.242 -0.719 0.406
H 0.135 -0.423 2.090 0.417
H -1.246 -1.006 1.265 0.397

***

Entry 3:
19
Properties=species:S:1:pos:R:3:nbo_charge:R:1 method="wB97M-V/def2-TZVPD" homo_ev=-2.66 largest_force_ha_per_bohr=0.0520 charge=-1 energy_ha=-724.945917 lumo_energy_ev=2.81 e_above_lowest_kcal_mol=23.6
S -1.360 -2.641 -1.019 -0.751
O 1.373 -4.892 0.195 -0.974
O 0.971 5.289 1.398 -0.941
N 0.705 1.574 -0.971 -0.865
C -0.513 -0.266 0.204 -0.426
C -1.702 -1.223 0.098 -0.506
C -0.113 0.328 -1.134 -0.213
H 0.550 -4.542 -0.196 0.505
H 1.896 5.334 1.138 0.466
H 1.535 1.412 -0.410 0.344
H 0.295 -0.843 0.676 0.194
H -2.550 -0.661 -0.300 0.167
H 0.594 -0.350 -1.587 0.215
H -1.918 -1.640 1.079 0.181
H -0.821 0.517 0.911 0.162
H -0.980 0.647 -1.688 0.185
H 0.145 2.343 -0.619 0.330
H 0.683 4.420 1.088 0.474
H 1.212 -4.805 1.138 0.454

***

Entry 4:
7
Properties=species:S:1:pos:R:3:nbo_charge:R:1 method="wB97M-V/def2-TZVPD" homo_ev=-11.89 largest_force_ha_per_bohr=0.1625 energy_ha=-224.935412 lumo_energy_ev=-0.21 e_above_lowest_kcal_mol=38.8
N 2.073 -0.662 -0.056 -0.256
N -2.067 -0.667 0.117 -0.265
C 0.070 0.995 0.074 -0.578
C 1.095 0.006 0.086 0.246
C -1.168 0.078 -0.301 0.235
H 0.090 1.718 -0.773 0.304
H -0.109 1.105 1.190 0.314

***

Entry 5:
104
Properties=species:S:1:pos:R:3:lowdin_charge:R:1 method="wB97M-V/def2-TZVPD" homo_ev=-4.93 largest_force_ha_per_bohr=0.0120 charge=-1 energy_ha=-3959.658565 lumo_energy_ev=2.42 e_above_lowest_kcal_mol=6.4
Ca 0.524 -1.015 0.248 1.066
S 0.159 1.822 -5.950 0.621
S -1.080 0.031 -2.468 0.665
P 2.597 0.900 -1.115 1.046
Si -2.466 -1.864 1.387 0.521
O 0.787 3.114 -5.829 -0.318
O 0.532 1.015 -7.080 -0.309
N 0.310 0.988 -4.553 -0.117
N -1.057 0.657 1.297 -0.281
C -0.842 0.807 -3.945 -0.805
C -0.315 0.754 2.579 -0.193
C -0.746 -3.512 2.981 -0.095
C -3.845 2.547 -6.408 -0.085
C -7.105 -2.717 1.594 -0.113
C -0.188 -3.999 4.159 -0.089
C -0.602 -3.496 5.382 -0.101
C -1.577 -2.504 5.425 -0.099
C 2.341 2.237 -2.376 -0.536
C 1.138 3.118 -2.027 -0.131
C 2.286 -2.049 1.671 -0.270
C -4.339 -2.193 1.524 -0.226
C 3.447 -0.476 -2.041 -0.560
C -6.586 -1.822 0.668 -0.102
C -6.250 -3.356 2.480 -0.102
C 3.971 1.558 -0.046 -0.562
C -3.357 1.324 -4.375 -0.036
C -1.116 1.971 0.640 -0.228
C -1.720 -2.514 2.998 -0.259
C 3.545 3.117 -2.706 -0.107
C -1.884 3.009 1.465 -0.164
C -2.014 1.365 -4.706 -0.230
C 4.362 -3.353 3.160 -0.131
C 2.468 -1.187 -2.977 -0.129
C -1.610 1.988 -5.871 -0.220
C -5.221 -1.570 0.636 -0.102
C -0.181 2.180 3.117 -0.178
C 3.220 -2.924 1.084 -0.203
C 4.727 -0.125 -2.793 -0.112
C -1.495 2.935 2.955 -0.186
C 3.404 2.661 0.849 -0.122
C 3.459 -2.510 3.794 -0.128
C 4.616 0.468 0.812 -0.112
C -4.268 1.920 -5.238 -0.077
C -4.886 -3.093 2.443 -0.097
C 2.454 -1.886 3.059 -0.204
C -2.414 0.055 1.455 -0.223
C 4.233 -3.564 1.794 -0.129
C -2.496 2.588 -6.740 -0.044
C -2.126 -2.024 4.246 -0.128
C -1.515 -2.405 -0.037 -0.393
H -1.414 3.935 3.384 0.102
H -1.563 1.844 -0.346 0.074
H 5.148 -3.843 3.723 0.085
H 4.506 0.483 -3.672 0.074
H 4.737 1.993 -0.692 0.087
H 2.160 -0.541 -3.802 0.056
H 0.589 -4.753 4.114 0.103
H -0.390 -3.891 2.031 0.090
H -1.671 4.000 1.055 0.108
H -2.889 -1.253 4.296 0.102
H 1.295 3.690 -1.107 0.060
H 0.127 2.130 4.164 0.115
H -6.646 -4.061 3.202 0.094
H -5.324 1.897 -5.001 0.099
H -1.903 -2.105 6.378 0.094
H 0.964 3.825 -2.842 0.079
H 1.546 -1.496 -2.478 0.029
H 4.923 -4.228 1.283 0.086
H 2.939 -2.080 -3.395 0.079
H 3.706 -1.173 -1.235 0.069
H -1.414 -3.493 -0.101 -0.036
H 2.592 2.267 1.465 0.055
H -2.152 3.068 -7.646 0.117
H 5.372 0.915 1.463 0.079
H 3.878 -0.034 1.440 0.052
H 3.017 3.502 0.274 0.053
H 3.791 3.783 -1.875 0.068
H -2.924 0.448 2.346 0.085
H 5.107 -0.296 0.211 0.066
H 0.692 0.324 2.474 0.079
H -2.957 2.848 1.350 0.102
H -0.163 -3.867 6.300 0.094
H 1.764 -1.256 3.618 0.065
H 2.045 1.682 -3.268 0.064
H 5.205 -1.044 -3.145 0.078
H 0.610 2.716 2.585 0.095
H -7.246 -1.325 -0.032 0.095
H 3.169 -3.129 0.014 0.067
H 0.238 2.514 -1.911 0.023
H -3.667 0.830 -3.464 0.091
H 4.178 3.039 1.523 0.078
H 4.439 2.551 -2.957 0.053
H -1.961 -2.041 -0.969 -0.083
H -0.089 2.308 0.471 0.093
H 5.446 0.408 -2.170 0.063
H -0.828 0.136 3.319 0.106
H -2.274 2.415 3.520 0.103
H -8.169 -2.919 1.621 0.092
H -4.232 -3.598 3.145 0.093
H 3.536 -2.343 4.864 0.087
H 3.294 3.746 -3.564 0.082
H -3.010 0.382 0.597 0.079
H -4.574 3.005 -7.064 0.098
H -4.833 -0.885 -0.111 0.095

***

Entry 6:
55
Properties=species:S:1:pos:R:3:nbo_charge:R:1 method="wB97M-V/def2-TZVPD" homo_ev="-10.93 / -10.93" largest_force_ha_per_bohr=0.0060 charge=+1 energy_ha=-3198.080308 lumo_energy_ev="-5.30 / -5.30"
Rh 0.000 -0.272 0.948 -0.201
S 0.003 -0.416 3.214 -0.126
S -0.004 2.002 0.874 -0.147
S -0.011 1.337 4.062 0.202
S 0.011 2.805 2.646 0.206
P -1.487 -1.416 -0.289 1.200
P 1.488 -1.416 -0.288 1.201
N 1.408 -3.041 -2.516 -0.383
N -1.405 -3.041 -2.517 -0.359
C 0.711 -3.734 -3.446 0.196
C 0.706 -2.342 -1.660 -0.152
C -0.704 -2.342 -1.660 -0.136
C -3.443 0.481 0.145 -0.621
C 3.935 -1.141 -1.653 -0.624
C -0.708 -3.734 -3.447 0.099
C -2.819 -0.326 -0.995 -0.330
C -2.371 -2.716 0.626 -0.971
C 2.374 -2.716 0.626 -0.971
C -2.192 0.608 -2.030 -0.618
C -0.707 -5.190 -5.358 -0.175
C 1.410 -4.485 -4.425 -0.202
C 3.441 0.484 0.147 -0.621
C 2.191 0.610 -2.028 -0.618
C -1.406 -4.485 -4.426 -0.182
C 0.711 -5.190 -5.358 -0.176
C -3.933 -1.145 -1.655 -0.624
C 2.819 -0.324 -0.993 -0.330
H 4.648 -0.443 -2.095 0.226
H -4.477 -1.745 -0.928 0.213
H -2.958 -3.315 -0.071 0.257
H 3.030 -2.275 1.376 0.255
H 4.479 -1.740 -0.926 0.213
H -3.027 -2.276 1.376 0.255
H -2.715 1.103 0.665 0.215
H -2.485 -4.473 -4.404 0.235
H -2.943 1.321 -2.369 0.230
H -4.204 1.139 -0.275 0.232
H 2.942 1.324 -2.366 0.230
H 1.841 0.057 -2.900 0.219
H -3.935 -0.163 0.872 0.214
H -3.560 -1.797 -2.438 0.237
H -1.644 -3.354 1.131 0.254
H 3.563 -1.793 -2.437 0.237
H 1.353 1.174 -1.617 0.214
H 4.202 1.143 -0.272 0.232
H 3.933 -0.160 0.875 0.214
H 1.648 -3.354 1.131 0.254
H 1.236 -5.762 -6.109 0.232
H -4.647 -0.448 -2.098 0.226
H -1.841 0.055 -2.901 0.219
H 2.962 -3.314 -0.071 0.257
H 2.489 -4.474 -4.402 0.234
H -1.354 1.173 -1.618 0.213
H 2.713 1.105 0.667 0.215
H -1.233 -5.761 -6.109 0.233

***

Entry 7:
20
Properties=species:S:1:pos:R:3:mulliken_spin:R:1 method="wB97M-V/def2-TZVPD" homo_ev="3.17 / 2.18" largest_force_ha_per_bohr=0.0772 charge=-2 energy_ha=-402.580248 lumo_energy_ev="7.16 / 6.89" e_above_lowest_kcal_mol=158.2 multiplicity=2
O 1.207 -1.802 0.512 -0.034
O -1.264 -1.478 0.379 -0.088
N 0.417 1.831 0.425 0.828
C -0.460 0.140 -2.299 0.656
C 1.486 -0.411 0.604 0.151
C 0.268 0.455 0.266 -0.152
C -0.076 1.202 -1.125 -0.042
C -1.071 -0.142 0.779 0.209
H -0.742 2.126 3.432 -0.007
H -0.274 -1.906 0.415 0.028
H -0.413 0.586 -3.341 -0.349
H 2.455 -0.266 -0.064 -0.010
H -1.231 1.625 -1.139 -0.051
H -1.001 0.060 1.878 -0.026
H -1.510 -0.309 -2.134 0.086
H 0.248 -0.778 -2.365 -0.034
H 1.783 -0.067 1.686 -0.020
H 0.697 1.851 -1.554 -0.150
H -1.340 2.530 3.218 0.021
H -2.011 0.519 0.512 -0.017

***

Entry 8:
105
Properties=species:S:1:pos:R:3:lowdin_charge:R:1 method="wB97M-V/def2-TZVPD" homo_ev=-12.76 largest_force_ha_per_bohr=0.0479 charge=+1 energy_ha=-2241.358607 lumo_energy_ev=-4.03
O 3.237 1.000 -2.241 -0.098
N -4.442 -3.358 -8.260 0.142
N 5.092 4.060 -4.024 0.166
N -4.011 0.516 -5.254 0.134
N -0.184 0.396 -1.572 0.090
N 1.969 -0.613 -1.086 0.139
N -4.414 1.859 3.543 0.144
N 1.017 1.253 0.038 0.171
N -1.879 -5.558 -4.159 0.129
N -0.956 -5.579 8.674 0.155
N -3.887 -0.742 8.363 0.135
N -2.208 4.872 -0.385 0.137
N -4.085 -8.513 6.616 0.117
N 3.947 5.139 -0.170 0.161
N 0.847 -3.966 -0.621 0.136
N 6.391 9.003 -3.386 0.122
N -3.542 -0.150 0.207 0.131
C 5.560 6.737 -2.406 -0.115
C -0.171 -3.548 -0.928 -0.275
C 0.429 2.421 -0.656 -0.092
C -1.843 -3.383 -8.088 -0.063
C -0.757 1.753 -1.401 -0.121
C -3.794 1.235 4.272 -0.241
C 5.365 1.815 -1.283 -0.210
C -3.305 -3.172 7.645 -0.065
C 6.028 8.010 -2.957 -0.285
C -2.591 4.335 0.543 -0.282
C 2.945 5.614 0.106 -0.248
C 0.632 -3.612 9.281 -0.056
C -3.130 -8.721 7.205 -0.292
C -2.887 -5.107 -4.436 -0.294
C 3.841 1.911 -1.318 -0.223
C -2.871 0.496 -5.214 -0.287
C 1.663 6.225 0.461 -0.055
C -4.181 -4.536 -4.810 -0.058
C -0.264 -4.716 8.937 -0.270
C -3.103 3.643 1.732 -0.096
C -1.474 -2.989 -1.278 -0.068
C 5.921 1.199 0.014 -0.085
C -3.633 -1.802 8.039 -0.279
C -4.560 0.315 -0.020 -0.271
C -1.410 0.458 -5.161 -0.065
C 5.825 3.321 -4.488 -0.254
C 3.231 -0.306 -1.818 -0.170
C -1.906 -8.976 7.964 -0.076
C -3.303 -3.365 -8.191 -0.290
C 6.766 2.385 -5.100 -0.050
C -3.006 0.446 5.216 -0.058
C 1.036 0.298 -0.865 -0.316
C -5.862 0.917 -0.299 -0.045
H -0.943 2.304 -2.307 0.119
H -6.267 1.347 0.616 0.087
H -2.710 -0.492 4.748 0.083
H -4.838 -5.320 -5.179 0.091
H -4.005 4.139 2.078 0.083
H 3.430 1.844 -0.315 0.089
H 1.130 2.620 -1.460 0.116
H -1.548 -3.428 -7.041 0.068
H -1.450 -4.255 -8.605 0.086
H -1.040 -0.413 -5.698 0.075
H 0.715 -2.928 8.439 0.080
H -0.841 -0.151 -1.007 0.114
H 0.240 3.296 -0.064 0.104
H 1.152 5.610 1.199 0.074
H -2.254 -3.240 7.375 0.060
H 6.304 0.196 -0.155 0.070
H -5.752 1.698 -1.048 0.090
H -4.044 -3.793 -5.591 0.047
H 1.840 1.400 0.611 0.154
H 6.370 6.013 -2.412 0.067
H 3.614 2.901 -1.689 0.091
H 4.092 -0.588 -1.218 0.133
H -2.361 3.659 2.526 0.079
H 1.617 -4.003 9.523 0.086
H -1.337 -2.234 -2.051 0.065
H 1.814 -1.581 -0.817 0.127
H -3.911 -3.465 6.790 0.087
H -0.995 1.355 -5.614 0.087
H -1.192 -9.512 7.342 0.080
H 6.707 1.791 0.464 0.073
H 0.238 -3.074 10.141 0.087
H 6.687 1.413 -4.617 0.075
H 5.219 6.881 -1.386 0.041
H 5.134 1.101 0.756 0.062
H 6.541 2.278 -6.158 0.088
H 3.219 -0.936 -2.698 0.142
H -3.593 0.219 6.104 0.045
H -2.140 -3.764 -1.650 0.074
H -3.340 2.614 1.484 0.029
H -1.432 -2.484 -8.541 0.081
H -2.113 0.995 5.508 0.086
H -6.544 0.156 -0.672 0.090
H -2.133 -9.576 8.842 0.082
H 1.038 6.314 -0.426 0.085
H -3.501 -3.851 8.471 0.083
H 5.766 2.815 -1.361 0.091
H -1.612 1.807 -0.740 0.090
H -1.470 -8.030 8.278 0.033
H 7.782 2.758 -4.987 0.089
H -1.081 0.398 -4.124 0.045
H 5.703 1.294 -2.169 0.101
H 4.740 6.354 -3.006 0.047
H -1.922 -2.526 -0.398 0.064
H 1.832 7.215 0.878 0.090
H -4.641 -4.064 -3.944 0.080